110
Properties=species:S:1:pos:R:3:forces:R:3:nbo_charge:R:1 method="wB97M-V/def2-TZVPD" charge=-2
Rb 0.01550 0.97204 0.85256 -0.1 -0.6 -0.5 0.933
C -1.76912 1.36528 -1.91799 -0.5 0.6 -0.1 -0.383
C -2.84491 1.50520 -1.00784 0.0 0.0 0.2 -0.087
C -2.62304 2.72500 -0.28924 -0.1 0.2 -0.2 -0.167
C -1.41350 3.26860 -0.78288 0.1 0.1 -0.1 -0.342
C -0.88273 2.44063 -1.78401 -0.1 0.2 -0.1 -0.164
C 0.34570 2.75350 -2.61205 -0.1 0.5 -0.6 -0.066
C 0.67710 1.60765 -3.56856 -3.4 5.3 -0.5 -0.587
C 0.08990 4.02309 -3.44249 0.0 0.2 0.2 -0.593
C 1.55482 3.00190 -1.69832 -0.1 0.0 -0.1 -0.588
C -3.40450 3.44939 0.81178 -0.2 0.1 0.1 -0.072
C -2.94775 4.91531 0.93283 0.0 -0.1 -0.1 -0.590
C -3.09176 2.79117 2.15579 -0.1 -0.1 -0.1 -0.600
C -4.92310 3.52507 0.58166 0.1 -0.1 -0.1 -0.595
C -3.97030 0.46757 -0.98077 -0.2 -0.1 0.0 -0.083
C -5.17401 0.94221 -1.81892 0.0 0.0 0.1 -0.601
C -3.50374 -0.85791 -1.61030 -0.1 0.2 0.1 -0.589
C -4.43198 0.09507 0.43653 0.0 0.0 -0.1 -0.595
H -1.65537 0.56602 -2.63712 -1.5 2.2 0.2 0.195
H -0.96508 4.20370 -0.47338 0.0 0.0 0.1 0.185
H -0.13999 1.45238 -4.27729 -0.1 0.1 -0.1 0.200
H 0.83248 0.67707 -3.01906 -10.1 6.5 -3.5 0.194
H 1.58520 1.82552 -4.13997 0.1 -0.1 0.2 0.177
H -0.75570 3.86184 -4.11470 0.0 0.0 0.0 0.202
H 0.96454 4.30111 -4.04430 0.0 -0.1 0.0 0.176
H -0.15857 4.85792 -2.78528 0.0 0.1 0.0 0.198
H 1.75002 2.12067 -1.08234 0.2 0.0 0.0 0.188
H 1.35765 3.84244 -1.03023 0.0 0.0 0.1 0.208
H 2.45807 3.22616 -2.27711 0.0 0.0 0.0 0.187
H -1.92061 4.98310 1.29310 0.0 0.0 0.0 0.210
H -3.58731 5.44808 1.64372 0.0 -0.1 0.1 0.185
H -3.01661 5.42404 -0.03042 0.0 0.0 0.0 0.204
H -2.01412 2.84936 2.26385 0.2 -0.1 0.5 0.228
H -3.38278 1.74140 2.16692 0.0 0.0 0.1 0.203
H -3.57606 3.29101 3.00229 0.0 0.1 0.0 0.183
H -5.13419 4.03406 -0.36229 0.0 0.0 0.0 0.201
H -5.39743 4.09086 1.39065 0.0 0.0 0.0 0.185
H -5.39197 2.54537 0.55145 0.0 0.1 -0.1 0.198
H -4.86472 1.05376 -2.86045 0.0 0.0 0.0 0.204
H -5.54085 1.91003 -1.48399 0.0 0.0 0.0 0.207
H -6.00013 0.22079 -1.77802 0.0 0.0 0.0 0.177
H -3.32086 -0.75335 -2.68045 0.0 0.0 0.1 0.201
H -4.27259 -1.62650 -1.48136 0.0 0.0 0.0 0.188
H -2.58616 -1.20531 -1.13512 -0.1 0.0 0.0 0.216
H -4.90692 0.92238 0.95654 0.1 -0.2 0.1 0.199
H -3.57542 -0.23315 1.02974 0.0 0.0 0.0 0.208
H -5.15228 -0.72873 0.39460 0.0 0.0 0.0 0.185
C 1.63064 -0.47748 -3.37063 3.4 -5.7 0.7 -0.601
C 0.68891 -1.61123 -2.94624 0.0 -0.2 -0.5 0.290
C -0.75991 -1.13878 -3.04075 0.9 -1.2 0.0 -0.646
C 0.89328 -2.82430 -3.86372 0.1 0.0 0.3 -0.632
O 0.91053 -1.92940 -1.57367 0.0 0.1 -0.2 -0.953
Si 2.06540 -2.87823 -0.83911 0.0 0.1 0.4 2.090
S 2.17597 -2.43734 1.14129 -0.1 0.1 -0.1 -1.020
O 1.74295 -4.48027 -1.21620 -0.1 -0.2 0.0 -0.952
C 0.81322 -5.37672 -0.62718 -0.1 -0.2 0.0 0.281
C -0.51655 -4.69310 -0.29542 0.2 0.1 -0.1 -0.649
C 1.40000 -6.00227 0.64318 0.1 0.2 -0.1 -0.643
C 0.57638 -6.47453 -1.66779 0.0 0.1 0.0 -0.611
O 3.41016 -2.62464 -1.78568 0.1 0.1 0.1 -0.950
C 4.73258 -3.12024 -1.73133 0.3 -0.1 -0.2 0.283
C 4.88368 -4.14314 -2.86426 -0.1 0.1 0.1 -0.626
C 5.66384 -1.92738 -1.96542 -0.2 0.0 0.1 -0.617
C 5.09255 -3.78452 -0.40113 -0.2 0.1 0.0 -0.652
H 1.50956 -0.24888 -4.43226 0.0 0.1 0.3 0.187
H 2.65626 -0.78004 -3.17333 0.3 -0.5 -0.2 0.229
H 1.41921 0.42177 -2.78750 10.0 -6.2 3.6 0.233
H -1.02232 -0.90205 -4.07448 0.0 0.1 -0.1 0.189
H -0.90848 -0.24956 -2.42466 1.2 -2.1 -0.1 0.231
H -1.42688 -1.92258 -2.67539 0.2 0.0 -0.2 0.209
H 0.67816 -2.55150 -4.89923 0.0 0.0 0.0 0.190
H 0.23180 -3.63919 -3.56330 0.0 0.0 0.0 0.203
H 1.92111 -3.17486 -3.78304 0.0 -0.1 -0.1 0.225
H -0.36007 -3.94921 0.48720 0.0 0.0 0.0 0.246
H -1.24367 -5.43327 0.04602 0.0 0.0 0.0 0.191
H -0.91263 -4.18075 -1.17494 0.0 0.0 0.0 0.212
H 1.68797 -5.20442 1.32659 0.0 0.0 0.1 0.258
H 2.28613 -6.59461 0.39840 0.0 0.0 0.0 0.192
H 0.66203 -6.64922 1.12518 0.0 0.0 0.0 0.187
H 0.14050 -6.04386 -2.57188 0.0 0.0 0.0 0.205
H -0.09736 -7.23973 -1.27515 0.0 0.0 0.0 0.188
H 1.52917 -6.93970 -1.92892 0.0 0.0 0.0 0.201
H 4.73657 -3.65768 -3.83206 0.0 0.0 0.0 0.199
H 4.11677 -4.90987 -2.74048 0.0 0.0 0.0 0.224
H 5.87167 -4.60973 -2.84482 0.0 0.0 0.0 0.186
H 5.41178 -1.43256 -2.90562 0.0 0.0 0.0 0.203
H 6.70783 -2.24793 -1.99728 0.0 0.0 0.0 0.186
H 5.53421 -1.20976 -1.15346 0.0 0.0 0.0 0.220
H 4.50162 -4.69177 -0.26039 0.0 0.0 0.0 0.217
H 4.86306 -3.11339 0.42466 0.0 0.0 0.1 0.252
H 6.15609 -4.03622 -0.38894 0.0 0.0 0.0 0.188
C 4.54066 1.19138 1.48998 -0.3 -0.1 0.0 -0.637
C 3.93486 0.94218 2.86273 0.3 -0.1 -0.2 -0.070
O 2.51333 1.00532 2.82462 -0.2 0.5 0.4 -0.831
P 1.69184 2.31918 3.34006 0.3 -0.1 -1.3 1.984
O 0.26640 1.91357 3.29854 -0.1 0.2 0.6 -1.180
Te 2.63171 3.27111 5.27179 0.0 0.1 0.3 -0.674
O 1.94130 3.27807 1.97647 0.1 -0.4 1.0 -0.848
C 2.32585 4.63722 2.06721 -0.2 0.5 -0.1 -0.071
C 1.11261 5.55714 2.04972 0.1 -0.3 0.0 -0.632
H 5.62949 1.21824 1.56812 0.0 0.0 0.0 0.191
H 4.18698 2.14161 1.08795 0.0 0.0 0.0 0.212
H 4.24587 0.39266 0.80609 0.0 0.0 0.0 0.228
H 4.32406 1.66337 3.58510 -0.1 0.0 0.1 0.190
H 4.19712 -0.05976 3.20906 -0.1 0.0 0.0 0.186
H 2.98029 4.84970 1.21483 0.0 -0.1 0.0 0.163
H 2.88981 4.81748 2.98625 0.1 -0.1 -0.1 0.201
H 0.51869 5.38740 1.14908 0.0 0.0 0.0 0.208
H 1.42926 6.60182 2.08381 0.0 0.0 0.0 0.192
H 0.49053 5.34183 2.92053 0.0 0.1 0.0 0.221

---

117
Properties=species:S:1:pos:R:3:forces:R:3:lowdin_charge:R:1 method="wB97M-V/def2-TZVPD" charge=-1
C -0.96066 -3.26022 -1.24497 -0.2 0.0 -0.2 -0.014
C -1.80951 -2.12574 -2.12881 -3.8 3.0 3.2 -0.320
O -2.79113 -1.45991 -1.50896 5.9 -4.3 -4.3 -0.028
O -1.50604 -1.82026 -3.53956 0.8 -0.2 3.0 -0.136
C -0.15315 -1.18348 -3.63028 1.0 0.7 1.0 -0.157
C -0.06672 0.06431 -2.56962 -0.4 1.5 0.4 -0.189
C 1.09095 1.18780 -2.93437 0.1 -1.0 0.5 -0.191
C 2.41180 0.80961 -1.98991 0.3 1.1 -1.6 -0.178
C 2.43090 1.67660 -0.59880 0.3 -0.6 -0.6 -0.103
C 2.34602 0.75303 0.77639 0.9 3.3 1.9 -0.287
C 3.51836 -0.39548 0.96040 2.5 -3.5 -0.2 -0.018
C 3.25949 -1.91816 1.56606 4.1 1.7 -1.4 0.037
C 4.60432 -2.90189 1.71155 -0.3 4.6 -1.5 -0.055
C 6.03228 -2.25064 1.24156 -2.6 0.5 0.2 -0.157
N 6.28299 -0.88966 0.65715 -5.8 -1.8 1.8 -0.045
C 5.05857 -0.02717 0.54079 -1.1 -2.2 0.9 -0.046
O 2.78587 1.75963 1.79910 0.1 -0.5 -0.3 -0.080
B 2.46780 1.22922 3.16920 -1.3 -1.3 -2.4 -0.864
N 2.01073 2.22190 4.23028 -2.1 -4.5 8.6 0.189
C 1.72155 1.40555 5.33002 2.0 0.8 0.8 -0.091
O 1.63438 0.68787 6.47067 0.3 5.3 -8.4 -0.068
O 1.21935 0.44572 2.86087 -2.7 -0.7 -3.4 -0.081
C 0.84942 0.46294 1.43061 1.8 -2.0 -0.6 -0.216
C -0.43223 1.35150 0.92483 -0.8 0.4 1.2 -0.093
C -0.59582 2.81087 1.65640 0.4 1.0 -0.9 -0.117
F -1.81277 2.92902 2.51711 2.2 -0.5 -1.7 -0.160
H 0.20471 -3.19190 -1.42256 -2.5 -0.2 0.1 0.088
H -1.14000 -3.10183 -0.08138 0.1 0.1 -2.7 0.084
H -1.40522 -4.32978 -1.51603 1.1 2.4 0.3 0.091
H 0.04932 -0.76260 -4.70484 -0.9 -1.1 2.0 0.134
H 0.65105 -1.99768 -3.37974 -1.4 1.6 -0.5 0.126
H -1.09737 0.66341 -2.54225 2.0 -1.7 -0.2 0.133
H 0.16118 -0.27064 -1.44759 -0.7 0.4 -2.5 0.109
H 0.73435 2.30438 -2.72419 0.7 -2.5 -0.3 0.117
H 1.30506 1.10701 -4.08222 -0.1 0.2 2.1 0.084
H 2.44529 -0.35143 -1.84791 0.0 2.2 -0.1 0.114
H 3.35378 1.12517 -2.65176 -1.8 -0.9 1.6 0.100
H 1.55688 2.47099 -0.68005 1.7 -1.8 0.6 0.112
H 3.43187 2.31637 -0.56768 -2.1 -1.5 0.2 0.117
H 2.18215 -2.25954 1.89345 2.4 0.7 -0.5 0.055
H 4.48521 -3.99103 2.16751 0.5 2.6 -1.1 0.072
H 6.99046 -2.94961 1.38312 -2.3 1.9 -0.5 0.085
H 5.22272 1.06446 0.08448 -0.2 -2.8 1.2 0.109
H 3.15608 0.38551 3.61437 1.4 -0.2 0.2 0.096
H 0.61700 -0.62343 0.99950 0.1 1.7 1.3 0.131
H -0.45737 1.54238 -0.23457 0.2 -0.6 2.3 0.090
H -1.40771 0.72407 1.20497 2.1 1.4 -0.6 0.137
H -0.71077 3.62581 0.79158 -0.1 -1.7 2.0 0.120
H 0.32398 3.15274 2.29435 -1.9 -1.1 -1.0 0.121
C 0.63318 -3.53911 5.09555 0.2 0.3 0.2 -0.059
C -0.22608 -3.49644 3.83435 0.1 -0.3 0.2 -0.408
C -1.34403 -4.56355 3.81309 0.1 0.2 -0.4 -0.194
O -0.88885 -5.88484 3.50489 -0.3 0.3 0.4 -0.199
C -0.35653 -6.59471 4.61221 0.1 -0.2 -0.4 -0.114
N 0.64886 -3.60780 2.65731 -0.4 -0.4 -0.2 0.042
H 1.33873 -4.37457 5.09769 -0.1 0.0 -0.1 0.063
H 1.22682 -2.62178 5.18267 -0.1 -0.1 -0.1 0.084
H 0.00914 -3.61633 5.99201 0.0 0.0 -0.1 0.079
H -0.71118 -2.51268 3.80851 0.0 -0.1 -0.1 0.143
H -2.04431 -4.30056 3.01150 0.1 -0.1 0.0 0.118
H -1.92465 -4.55901 4.74370 0.1 -0.1 0.1 0.117
H -0.87203 -6.35285 5.54628 0.1 0.1 0.0 0.089
H 0.71281 -6.39649 4.70279 0.0 0.0 0.3 0.072
H -0.47691 -7.66452 4.41842 -0.1 0.1 -0.1 0.084
H 0.08087 -3.48904 1.81710 0.1 0.1 0.1 0.056
H 0.95889 -4.58249 2.60095 0.0 0.3 0.1 0.083
C -2.00036 4.66311 5.29430 0.2 -0.2 0.0 -0.069
C -1.87223 6.12831 5.70357 -0.4 -0.2 -0.2 -0.429
C -2.96379 6.58942 6.69597 0.2 0.3 -0.2 -0.203
O -4.24041 6.82874 6.09517 0.3 -0.3 0.5 -0.201
C -5.02863 5.66357 5.90947 -0.1 0.3 -0.3 -0.112
N -1.85711 6.96221 4.49207 -0.3 0.3 0.3 0.034
H -2.81316 4.49299 4.58282 0.1 0.1 0.1 0.060
H -1.07806 4.32113 4.81065 -0.2 0.1 0.1 0.076
H -2.17207 4.02609 6.16822 0.0 0.1 -0.1 0.081
H -0.90362 6.23835 6.20705 -0.1 0.1 0.0 0.135
H -2.65169 7.55350 7.11457 -0.1 0.0 -0.1 0.115
H -3.05584 5.90011 7.54425 -0.1 -0.1 -0.1 0.115
H -4.88286 4.93252 6.71012 0.1 0.0 -0.1 0.089
H -4.80970 5.21639 4.93835 0.0 -0.3 0.1 0.075
H -6.08054 5.96357 5.90316 0.1 0.1 0.1 0.083
H -1.68166 7.93029 4.76540 0.1 -0.2 -0.1 0.067
H -2.81437 6.98588 4.12818 0.3 -0.1 0.0 0.070
C 4.40777 5.23786 -6.29609 0.0 0.3 0.0 -0.077
C 3.45023 4.08572 -6.59011 0.4 -0.2 0.2 -0.430
C 3.17983 3.18071 -5.36666 0.0 -0.3 -0.2 -0.206
O 4.24216 2.27128 -5.06273 -0.5 0.5 0.1 -0.205
C 5.29642 2.83555 -4.29883 0.2 -0.4 -0.1 -0.110
N 3.96939 3.31302 -7.72885 -0.1 -0.3 0.2 0.031
H 5.44929 4.91290 -6.22233 -0.2 -0.1 0.0 0.064
H 4.36369 5.98338 -7.09843 0.0 -0.2 0.1 0.075
H 4.13958 5.74095 -5.36122 0.0 -0.1 -0.1 0.079
H 2.49236 4.53101 -6.88675 0.0 -0.2 0.1 0.134
H 2.31291 2.55117 -5.59950 0.2 0.0 0.0 0.106
H 2.90551 3.76848 -4.48209 0.1 0.0 0.0 0.120
H 4.93694 3.58076 -3.58317 0.0 0.0 -0.1 0.093
H 6.04512 3.27190 -4.96218 0.1 0.2 0.1 0.071
H 5.78134 2.02824 -3.74238 -0.2 0.0 -0.1 0.089
H 3.28272 2.59963 -7.97830 0.1 0.2 0.0 0.071
H 4.76710 2.76855 -7.38749 -0.2 0.2 -0.1 0.071
C -5.49818 -4.89777 -2.69847 -0.1 0.0 0.3 -0.070
C -4.58023 -4.12685 -3.64388 -0.1 -0.3 -0.1 -0.421
C -5.15583 -3.96799 -5.06951 0.4 0.1 0.0 -0.191
O -5.06071 -5.14642 -5.87588 -0.4 0.4 0.2 -0.196
C -6.09806 -6.09010 -5.65960 0.4 -0.1 -0.2 -0.114
N -3.26126 -4.77744 -3.66371 0.0 0.0 -0.4 0.047
H -5.49535 -5.97410 -2.89158 0.0 0.1 -0.1 0.062
H -5.17629 -4.76058 -1.65969 0.0 0.0 -0.2 0.079
H -6.52994 -4.53928 -2.77573 0.1 0.0 0.0 0.078
H -4.45909 -3.12003 -3.22503 0.0 -0.1 -0.2 0.128
H -4.56034 -3.20835 -5.58954 0.0 -0.2 0.0 0.123
H -6.18608 -3.59198 -5.04967 -0.1 -0.2 0.1 0.117
H -7.05378 -5.61010 -5.42952 0.1 0.0 0.1 0.089
H -5.81442 -6.77963 -4.86268 -0.2 0.0 0.1 0.072
H -6.21808 -6.67734 -6.57463 0.1 0.1 0.0 0.085
H -2.62619 -4.20875 -4.22579 0.0 0.0 0.2 0.067
H -3.35649 -5.63961 -4.20862 0.0 0.2 0.3 0.074

---

Number 1: frontier orbital gap 5.6581 eV, HOMO level -1.84 eV. Number 2: frontier orbital gap 7.5644 eV, HOMO level -5.48 eV.